[1]
Here is a molecular structure, C52H51N6O3PSn in a non-equilibrium geometry from the OMol25 dataset. Energies are from wB97M-V/def2-TZVPD.

Positions of all 114 atoms, in Å:
Sn -0.190 0.097 -0.333
C -0.638 -0.612 -4.036
N -1.488 -1.239 -3.037
C -1.461 -2.704 -3.033
C -0.268 -3.267 -2.366
N 0.938 -2.767 -2.469
C 1.712 -3.548 -1.647
C 3.078 -3.116 -1.240
C 3.527 -4.254 0.558
C 2.385 -5.099 0.889
C 1.270 -5.323 0.090
C 0.943 -4.600 -1.050
N -0.328 -4.396 -1.600
C 0.001 0.658 -3.689
N 0.283 1.192 -2.510
C 1.048 2.369 -2.767
C 1.289 3.479 -1.980
C 1.838 4.598 -2.587
C 2.018 4.706 -3.969
C 1.641 3.648 -4.808
C 1.115 2.523 -4.168
N 0.451 1.413 -4.680
H -1.251 -0.523 -4.944
H 0.196 -1.264 -4.297
H -2.457 -0.866 -3.149
H -1.474 -3.227 -4.000
H -2.336 -3.173 -2.545
H 3.523 -2.507 -2.041
H 4.345 -4.487 1.297
H 2.442 -5.657 1.806
H 0.543 -6.087 0.411
H -1.119 -5.072 -1.541
H 1.184 3.429 -0.901
H 2.108 5.436 -1.900
H 2.639 5.511 -4.358
H 1.547 3.849 -5.878
H 0.225 1.285 -5.643
O 1.645 -0.663 0.501
C 1.925 -1.846 1.176
C 0.601 -2.701 1.494
C -0.444 -2.046 2.366
C -0.737 -2.510 3.671
C -1.519 -1.668 4.521
C -1.980 -0.453 4.044
C -1.812 -0.088 2.686
C -2.438 1.133 2.018
C -1.471 2.262 1.639
O -0.386 1.813 0.823
C -2.162 3.445 0.919
C -3.541 3.566 0.726
C -3.974 4.706 -0.022
C -3.137 5.659 -0.554
C -1.785 5.526 -0.270
C -1.293 4.471 0.442
C -0.764 2.793 2.963
C -1.463 2.997 4.174
C -0.916 3.473 5.362
C 0.487 3.625 5.390
C 1.261 3.298 4.283
C 0.632 2.948 3.116
N -1.138 -0.968 1.901
C 2.727 -1.546 2.452
C 3.178 -0.264 2.848
C 3.714 -0.120 4.122
C 3.852 -1.129 5.035
C 3.509 -2.413 4.645
C 2.992 -2.632 3.360
C 3.216 -2.710 0.326
C 4.426 -1.859 0.455
C 5.663 -2.101 -0.057
C 6.107 -3.246 -0.802
C 5.370 -4.284 -1.250
C 3.922 -4.351 -0.972
H 0.850 -3.644 2.031
H 0.106 -2.994 0.544
H -0.342 -3.450 4.052
H -1.521 -1.898 5.581
H -2.543 0.196 4.727
H -3.143 1.611 2.625
H -2.881 0.710 1.082
H -4.274 2.885 1.212
H -5.044 4.738 -0.307
H -3.509 6.503 -1.115
H -1.098 6.308 -0.641
H -0.225 4.405 0.623
H -2.520 2.813 4.130
H -1.567 3.775 6.187
H 0.927 3.934 6.357
H 2.326 3.321 4.324
H 1.270 2.901 2.241
H 3.117 0.646 2.169
H 4.177 0.856 4.334
H 4.345 -0.995 6.038
H 3.573 -3.220 5.355
H 2.952 -3.681 3.030
H 4.360 -0.892 0.928
H 6.490 -1.475 0.248
H 7.136 -3.193 -1.160
H 5.876 -5.177 -1.621
H 3.509 -5.295 -1.491
C -6.273 0.181 -4.800
P -5.060 0.283 -3.484
C -5.845 -0.254 -1.891
C -4.430 1.956 -3.240
O -3.983 -0.709 -3.802
H -7.363 0.299 -4.547
H -6.045 -0.806 -5.225
H -6.111 1.018 -5.535
H -6.617 0.438 -1.470
H -5.082 -0.151 -1.135
H -6.211 -1.284 -1.982
H -3.651 1.956 -3.979
H -4.091 2.139 -2.205
H -5.133 2.728 -3.603

## Properties
**Net charge**: +2
**M**: 957.7 g mol⁻¹
**HOMO-LUMO gap (spin up / spin down)**: 4.6 / 5.3 eV
**Lowest unoccupied orbital energy (spin up / spin down)**: -7.86 / -7.21 eV

Atomic partial charges in e from the Löwdin method, atoms 1 to 99: Sn 1.536; C -0.149; N -0.054; C -0.135; C -0.302; N 0.212; C -0.108; C -0.094; C -0.152; C 0.006; C 0.007; C -0.157; N 0.179; C -0.318; N 0.062; C -0.184; C -0.020; C -0.072; C -0.064; C 0.003; C -0.163; N 0.180; H 0.144; H 0.129; H 0.048; H 0.147; H 0.141; H 0.172; H 0.176; H 0.127; H 0.143; H 0.202; H 0.098; H 0.127; H 0.116; H 0.122; H 0.173; O -0.298; C -0.349; C -0.059; C -0.236; C 0.021; C -0.014; C 0.006; C -0.201; C -0.079; C -0.428; O -0.340; C -0.131; C -0.024; C -0.088; C -0.084; C -0.081; C -0.029; C -0.101; C -0.053; C -0.054; C -0.069; C -0.082; C -0.046; N 0.078; C -0.174; C -0.033; C -0.092; C -0.084; C -0.065; C -0.020; C -0.118; C 0.012; C -0.022; C -0.051; C -0.004; C -0.199; H 0.104; H 0.104; H 0.117; H 0.119; H 0.125; H 0.089; H 0.130; H 0.118; H 0.112; H 0.110; H 0.120; H 0.106; H 0.100; H 0.114; H 0.116; H 0.098; H 0.103; H 0.140; H 0.117; H 0.135; H 0.106; H 0.098; H 0.108; H 0.119; H 0.120; H 0.128

=====

[2]
Here is 5 unconnected molecules or ions with the total composition C31H29B2F7N4O6 in a non-equilibrium geometry from the OMol25 dataset. Energies are from wB97M-V/def2-TZVPD.

Positions of all 79 atoms, in Å:
C 2.589 -0.418 1.037
C 3.691 0.351 0.111
O 2.992 0.828 -1.071
B 2.980 2.285 -1.124
O 4.234 2.953 -1.293
C 1.532 2.994 -0.968
C 1.264 4.119 -0.118
B 2.419 4.805 0.791
O 3.213 5.934 0.425
O 2.643 4.211 2.103
C -0.247 4.686 -0.038
O -0.514 5.904 -0.002
C -1.383 3.537 -0.016
C -1.113 2.418 -0.860
C -2.086 1.168 -0.939
F -3.134 1.381 -1.894
F -1.361 -0.001 -1.337
C -2.803 0.807 0.444
F -3.390 -0.487 0.277
F -3.846 1.696 0.775
C -1.824 0.693 1.711
F -1.953 1.847 2.527
F -0.497 0.374 1.403
F -2.318 -0.387 2.507
C 0.236 2.436 -1.750
O 0.263 2.085 -2.951
H 2.950 -1.465 1.353
H 1.662 -0.589 0.393
H 2.379 0.250 1.948
H 4.496 -0.413 -0.140
H 4.123 1.222 0.706
H 4.645 2.517 -2.085
H 3.657 6.212 1.267
H 2.287 3.289 2.090
H -2.303 3.621 0.643
N -3.664 -2.862 7.124
C -3.104 -2.027 6.234
C -2.694 -2.411 4.967
C -2.867 -3.736 4.597
C -3.442 -4.622 5.498
C -3.822 -4.138 6.739
H -2.987 -1.002 6.572
H -2.250 -1.695 4.290
H -2.558 -4.077 3.615
H -3.592 -5.663 5.241
H -4.279 -4.790 7.477
N 0.795 -5.325 4.286
C -0.231 -5.629 5.097
C -0.427 -6.882 5.655
C 0.486 -7.883 5.358
C 1.554 -7.597 4.520
C 1.664 -6.311 4.016
H -0.919 -4.815 5.298
H -1.272 -7.070 6.306
H 0.366 -8.878 5.774
H 2.285 -8.354 4.266
H 2.484 -6.037 3.360
N -5.886 1.603 -6.762
C -6.701 1.469 -5.704
C -6.254 1.311 -4.402
C -4.885 1.286 -4.176
C -4.020 1.420 -5.253
C -4.567 1.577 -6.516
H -7.762 1.492 -5.931
H -6.958 1.211 -3.585
H -4.495 1.163 -3.171
H -2.946 1.404 -5.113
H -3.932 1.689 -7.389
N 5.114 2.796 -4.381
C 5.674 3.638 -5.265
C 6.091 3.262 -6.531
C 5.926 1.938 -6.910
C 5.352 1.045 -6.017
C 4.965 1.520 -4.775
H 5.784 4.661 -4.921
H 6.533 3.986 -7.203
H 6.241 1.604 -7.893
H 5.209 0.004 -6.279
H 4.508 0.861 -4.043

## Properties
**SMILES**: CCOB(O)C1=C(B(O)O)C(=O)C=C(C(F)(F)C(F)(F)C(F)(F)F)C1=O.c1ccncc1.c1ccncc1.c1ccncc1.c1ccncc1
**M**: 708.2 g mol⁻¹
**HOMO-LUMO gap**: 7.7 eV
**Lowest unoccupied orbital energy**: -1.81 eV

Listed below, in e, are the Löwdin charges computed for each atom: C -0.070; C -0.209; O -0.028; B -0.470; O 0.116; C 0.095; C 0.069; B -0.470; O 0.133; O 0.095; C -0.226; O 0.094; C 0.124; C 0.013; C -0.240; F 0.039; F 0.074; C -0.218; F 0.081; F 0.097; C -0.303; F 0.095; F 0.117; F 0.072; C -0.193; O 0.101; H 0.083; H 0.074; H 0.075; H 0.126; H 0.121; H 0.092; H 0.123; H 0.101; H 0.135; N 0.056; C -0.144; C -0.066; C -0.105; C -0.098; C -0.151; H 0.103; H 0.081; H 0.114; H 0.105; H 0.102; N 0.059; C -0.149; C -0.070; C -0.082; C -0.079; C -0.157; H 0.072; H 0.100; H 0.105; H 0.100; H 0.100; N 0.048; C -0.159; C -0.073; C -0.077; C -0.068; C -0.156; H 0.099; H 0.100; H 0.078; H 0.102; H 0.100; N 0.055; C -0.138; C -0.070; C -0.076; C -0.068; C -0.139; H 0.108; H 0.103; H 0.107; H 0.104; H 0.104

=====

[3]
Here is C4H4Cl2O in the gas phase in a non-equilibrium geometry from the OMol25 dataset. Energies are from wB97M-V/def2-TZVPD.

Positions of all 11 atoms, in Å:
C -0.918 0.999 0.378
C -0.324 0.240 -0.885
C 0.725 -0.597 -0.570
C 1.048 -1.242 0.717
H -1.311 0.519 1.464
H -0.091 1.775 0.632
H -0.686 0.530 -1.801
H 1.493 -2.451 0.524
O 0.743 -0.760 1.845
Cl -2.190 2.114 -0.306
Cl 1.512 -1.127 -1.999

## Properties
**SMILES**: O=C/C(Cl)=C\CCl
**M**: 139.0 g mol⁻¹
**HOMO-LUMO gap**: 9.1 eV
**Lowest unoccupied orbital energy**: -0.86 eV

Listed below, in e, are the Löwdin charges computed for each atom: C -0.554; C -0.145; C -0.686; C -0.242; H 0.150; H 0.092; H 0.053; H 0.183; O -0.008; Cl 0.482; Cl 0.675

=====

[4]
Here is a gas-phase ion, C7H14N2PS (charge +1) in a non-equilibrium geometry from the OMol25 dataset. Energies are from wB97M-V/def2-TZVPD.

Positions of all 25 atoms, in Å:
C 1.618 1.258 0.415
C 0.416 -0.720 1.463
C -0.380 2.177 -0.693
C 0.424 -0.052 -1.325
C -2.151 -0.483 -0.314
C 0.914 0.796 1.721
C -0.310 -2.805 -0.636
N 0.737 1.280 -0.744
N -1.271 1.849 0.384
P -0.541 -1.080 -0.083
S -0.801 1.758 1.845
H 1.924 2.378 0.513
H 2.398 0.485 0.238
H 1.344 -1.224 1.254
H -0.017 -1.193 2.340
H 0.070 3.170 -0.628
H -0.887 2.153 -1.630
H -0.039 0.236 -2.274
H 1.348 -0.553 -1.540
H -2.721 -0.402 0.644
H -2.675 -0.483 -1.335
H 1.538 1.003 2.616
H 0.510 -2.858 -1.413
H -1.349 -3.150 -0.997
H -0.100 -3.540 0.182

## Properties
**Net charge**: +1
**M**: 189.2 g mol⁻¹
**HOMO-LUMO gap (spin up / spin down)**: 7.0 / 7.7 eV
**Lowest unoccupied orbital energy (spin up / spin down)**: -4.98 / -4.50 eV

Listed below, in e, are the Löwdin charges computed for each atom: C -0.202; C -0.251; C -0.296; C -0.218; C -0.112; C -0.402; C -0.180; N -0.223; N -0.414; P 0.887; S 0.977; H 0.163; H 0.131; H 0.083; H 0.093; H 0.137; H 0.116; H 0.117; H 0.090; H 0.050; H 0.095; H 0.121; H 0.078; H 0.088; H 0.071

=====

[5]
Here is a gas-phase ion, C4H11N2 (charge +1) in a non-equilibrium geometry from the OMol25 dataset. Energies are from wB97M-V/def2-TZVPD.

Positions of all 17 atoms, in Å:
C 0.163 -0.878 1.826
C 1.357 -0.887 0.857
C 0.769 -0.263 -0.460
N -1.485 0.587 -1.971
C -0.939 1.376 -1.098
N 0.033 1.065 -0.280
H 0.053 0.062 2.301
H 0.470 -1.543 2.663
H -0.803 -1.026 1.388
H 2.107 -0.217 1.252
H 1.701 -1.934 0.629
H 1.652 -0.103 -1.194
H -0.040 -0.806 -1.053
H -2.175 0.992 -2.667
H -1.657 -0.460 -1.748
H -1.452 2.402 -0.974
H 0.247 1.634 0.530

## Properties
**Net charge**: +1
**SMILES**: CCC/[NH+]=C\N
**M**: 87.1 g mol⁻¹
**HOMO-LUMO gap**: 11.2 eV
**Lowest unoccupied orbital energy**: -3.79 eV

Listed below, in e, are the Löwdin charges computed for each atom: C -0.115; C -0.193; C -0.139; N 0.132; C -0.187; N 0.072; H 0.050; H 0.100; H 0.068; H 0.107; H 0.136; H 0.154; H 0.106; H 0.170; H 0.181; H 0.194; H 0.163

=====

[6]
Here is 2 unconnected molecules or ions with the total composition C4H7ClN3O5 in a non-equilibrium geometry from the OMol25 dataset. Energies are from wB97M-V/def2-TZVPD.

Positions of all 20 atoms, in Å:
N 1.800 -1.544 0.342
C 1.262 -0.327 -0.382
N 0.177 0.508 0.248
C -1.147 0.436 -0.464
C -1.482 -0.963 -1.234
O -2.465 -1.735 -0.692
O -0.888 -1.458 -2.487
N 1.865 -0.013 -1.594
Cl 1.413 1.397 -2.546
H 2.119 -2.296 -0.309
H 1.064 -1.865 1.006
H 0.497 1.499 0.330
H -2.011 0.640 0.331
H -1.183 1.364 -1.209
H -0.202 -2.146 -2.173
H 2.640 -0.597 -2.027
C -0.851 1.787 3.167
O -0.529 2.070 2.024
O -1.782 2.306 3.795
O -0.298 0.937 3.874

## Properties
**Net charge**: -1
**M**: 212.6 g mol⁻¹
**HOMO-LUMO gap**: 2.8 eV
**Lowest unoccupied orbital energy**: 1.39 eV

Listed below, in e, are the Löwdin charges computed for each atom: N 0.090; C -0.350; N -0.025; C -0.126; C -0.252; O -0.038; O -0.057; N -0.391; Cl 0.590; H 0.065; H 0.099; H 0.106; H 0.157; H 0.119; H 0.117; H 0.108; C -1.118; O -0.044; O -0.022; O -0.029

=====

Number 6 is which compound?
C4H7ClN3O5